Entry from OMol25: a molecular structure, C19H44Cl8N2O9PV at a distorted geometry (ωB97M-V with the def2-TZVPD basis set).

Each line ends with the Mulliken charge.
Cartesian coordinates (Å):
O (-2.214, 4.027, -0.152)  -0.644
V (-1.689, 3.078, 0.995)  1.429
O (-0.735, 3.841, 1.987)  -0.592
C (1.626, 0.424, 0.484)  -0.098
C (0.385, 0.709, -0.356)  0.661
O (-0.428, 1.753, 0.043)  0.290
H (1.369, -0.182, 1.357)  0.311
H (2.045, 1.346, 0.895)  -0.420
H (2.433, 0.005, -0.114)  0.053
H (-0.217, -0.197, -0.538)  -0.262
H (0.758, 0.875, -1.383)  -0.533
C (-0.977, -0.738, 2.827)  0.146
C (-1.255, 0.616, 3.415)  0.331
O (-1.793, 1.507, 2.755)  -0.727
N (-0.793, 0.873, 4.645)  -0.118
C (-1.184, 2.024, 5.435)  -0.987
H (-0.655, -0.724, 1.789)  -0.814
H (-1.957, -1.218, 2.719)  0.440
H (-0.380, -1.299, 3.542)  0.436
H (-0.455, 0.093, 5.184)  0.321
H (-2.250, 2.114, 5.678)  0.337
H (-0.857, 2.924, 4.927)  0.287
H (-0.842, 1.853, 6.456)  0.325
C (-0.257, 4.204, -3.685)  -0.678
C (1.070, 3.651, -4.141)  0.706
O (1.768, 4.232, -4.952)  -0.665
N (1.484, 2.527, -3.503)  0.106
C (2.759, 1.934, -3.847)  -0.981
H (-0.998, 3.401, -3.624)  0.147
H (-0.688, 4.845, -4.450)  0.333
H (-0.113, 4.706, -2.734)  0.018
H (0.992, 2.112, -2.733)  0.011
H (2.670, 1.300, -4.733)  0.337
H (3.038, 1.204, -3.081)  0.258
H (3.578, 2.640, -3.951)  0.336
C (-5.225, -3.913, 0.046)  -0.701
O (-3.903, -3.970, -0.506)  -0.160
P (-2.823, -4.998, 0.031)  0.951
O (-2.698, -5.259, 1.466)  -0.703
O (-3.044, -6.313, -0.838)  -0.332
C (-3.975, -7.285, -0.398)  -0.617
O (-1.515, -4.459, -0.658)  -0.294
C (-0.728, -3.484, 0.006)  -0.435
H (-5.351, -2.902, 0.432)  0.240
H (-5.379, -4.689, 0.792)  0.363
H (-5.974, -3.984, -0.743)  0.249
H (-4.910, -6.919, 0.030)  0.256
H (-3.514, -8.005, 0.278)  0.269
H (-4.282, -7.868, -1.268)  0.269
H (-0.076, -3.998, 0.721)  0.330
H (-1.210, -2.703, 0.597)  0.180
H (-0.072, -3.032, -0.735)  0.104
Cl (-1.869, -1.401, -3.045)  -0.161
C (-2.519, 0.135, -2.442)  0.668
C (-3.934, 0.469, -2.839)  -0.459
Cl (-4.131, 0.828, -4.567)  -0.202
H (-1.896, 0.983, -2.724)  -0.351
H (-2.455, 0.047, -1.358)  -0.161
H (-4.303, 1.300, -2.239)  0.333
H (-4.587, -0.367, -2.587)  0.328
Cl (2.345, -1.960, -2.296)  -0.153
C (3.393, -2.607, -0.994)  -0.395
C (4.084, -3.897, -1.390)  -0.561
Cl (2.930, -5.238, -1.442)  -0.170
H (2.743, -2.713, -0.128)  0.233
H (4.125, -1.830, -0.781)  0.380
H (4.919, -4.131, -0.738)  0.372
H (4.397, -3.752, -2.423)  0.309
Cl (1.453, 6.117, -1.187)  -0.198
C (2.900, 5.134, -0.971)  -0.450
C (2.644, 3.952, -0.076)  0.141
Cl (4.227, 3.098, 0.172)  -0.234
H (3.720, 5.770, -0.644)  0.422
H (3.260, 4.771, -1.936)  0.202
H (2.057, 3.161, -0.532)  -0.294
H (2.267, 4.183, 0.917)  0.355
Cl (2.225, 3.045, 4.810)  -0.184
C (2.203, 1.541, 3.808)  0.410
C (3.617, 1.110, 3.457)  -0.179
Cl (4.617, 0.796, 4.863)  -0.190
H (1.703, 1.799, 2.877)  -0.536
H (1.671, 0.754, 4.328)  0.269
H (4.059, 1.956, 2.931)  0.190
H (3.577, 0.270, 2.765)  0.197

Total charge ... 0
E ... -6504.01366 hartree
LUMO level ... -0.05541 Eh
Gap between HOMO and LUMO ... 7.824 eV
Largest force on an atom ... 0.1030 Eh/bohr
M ... 810.1 g mol⁻¹